{
  "formula": "C10H21Cl2MnNO3P",
  "method": "wB97M-V/def2-TZVPD",
  "symbols": ["C", "C", "H", "H", "H", "O", "Cl", "Mn", "P", "C", "C", "H", "H", "H", "C", "H", "H", "H", "H", "H", "H", "C", "O", "Cl", "C", "N", "C", "C", "C", "O", "H", "H", "H", "H", "H", "H", "H", "H", "H"],
  "coordinates": [[2.29322, 1.89924, 1.62784], [1.88382, 0.92496, 0.68711], [3.37460, 1.80649, 1.70410], [1.78395, 1.69797, 2.57121], [2.00062, 2.92115, 1.25859], [2.20780, -0.12961, 0.20117], [-0.53713, 2.22521, 0.98930], [-0.55911, 0.14695, -0.65268], [0.41383, 1.98746, -2.02360], [1.21592, 1.31672, -3.51363], [-1.03103, 2.89515, -2.68617], [1.09364, 3.92334, -0.72627], [1.62739, 4.00501, -2.42879], [2.51386, 2.98095, -1.26556], [1.52844, 3.35562, -1.55194], [-1.68098, 3.17166, -1.84744], [-0.67761, 3.79237, -3.21077], [1.43120, 2.15613, -4.18364], [0.53201, 0.60577, -3.98572], [-1.58444, 2.22867, -3.35533], [2.14028, 0.80724, -3.22308], [0.68489, -0.97012, -1.52851], [1.12697, -1.90882, -2.07069], [-2.26799, -0.00670, -1.79265], [-1.83458, -3.89925, 2.83913], [-1.19796, -2.63431, 2.52659], [-0.76019, -1.78309, 3.57128], [-1.05150, -2.22327, 1.24999], [-1.48527, -3.05852, 0.07589], [-0.49180, -1.06386, 1.06102], [-1.83952, -3.99324, 3.93171], [-1.28188, -4.76157, 2.40291], [-2.88351, -3.94496, 2.46689], [0.31759, -1.62096, 3.52604], [-1.25752, -0.81267, 3.53477], [-1.00364, -2.27092, 4.50261], [-2.15995, -2.46334, -0.56632], [-0.59796, -3.32940, -0.52540], [-1.98644, -3.97347, 0.41004]],
  "mulliken_spin": [0.01, -0.01, 0.00, 0.00, 0.00, 0.04, -0.07, 4.12, -0.33, -0.02, 0.00, 0.00, -0.01, 0.00, -0.02, 0.00, -0.01, -0.01, 0.00, 0.00, 0.00, 0.01, 0.07, 0.23, 0.00, 0.01, 0.00, 0.00, 0.00, 0.00, 0.00, 0.00, 0.00, 0.00, 0.00, 0.00, 0.00, 0.00, 0.00],
  "e_lumo_ev": [-9.8, -9.4],
  "gap_ha": [0.232, 0.246],
  "homo_energy_ha": [-0.59089, -0.59204],
  "charge": 2,
  "multiplicity": 5,
  "energy_ev": -83980.933
}

=====

{
  "formula": "C10H21FeNO6P",
  "method": "wB97M-V/def2-TZVPD",
  "symbols": ["Fe", "O", "C", "C", "N", "C", "C", "O", "O", "C", "C", "O", "O", "H", "H", "H", "H", "H", "H", "H", "H", "H", "C", "P", "C", "C", "O", "H", "H", "H", "H", "H", "H", "H", "H", "H", "C", "H", "H", "H"],
  "coordinates": [[-0.18566, 0.70065, 0.11755], [1.00545, -0.64446, -1.15068], [0.33828, -1.34116, -2.22446], [-0.40273, -0.30732, -3.03165], [-1.37816, 0.38243, -2.20362], [-1.69928, 1.73852, -2.62965], [-1.45880, 2.76396, -1.52059], [-1.94311, 3.86147, -1.58053], [-0.65581, 2.33760, -0.56696], [-2.52892, -0.43967, -1.85507], [-2.43279, -1.07998, -0.46882], [-3.11458, -2.03284, -0.19010], [-1.58758, -0.49664, 0.35231], [1.52194, -1.27911, -0.63926], [-0.33915, -2.09304, -1.81334], [1.08198, -1.83026, -2.85430], [-0.86367, -0.80214, -3.89841], [0.31786, 0.42407, -3.39846], [-2.73433, 1.84187, -2.95569], [-1.06327, 2.04388, -3.46251], [-2.69910, -1.24281, -2.57754], [-3.43171, 0.17243, -1.82544], [0.99082, 2.05051, 3.78709], [0.85332, 0.25568, 3.14473], [2.58258, -0.06226, 3.74772], [-0.65718, 0.02725, 4.21055], [0.70167, 0.81463, 1.62780], [1.17256, 2.05475, 4.86193], [0.07068, 2.59750, 3.57205], [1.80717, 2.56722, 3.27769], [2.58637, -0.01468, 4.83804], [3.22538, 0.73232, 3.36876], [2.97047, -1.02736, 3.43170], [-0.36754, 0.16229, 5.25387], [-1.12859, -0.94433, 4.08768], [-1.37032, 0.80919, 3.94817], [0.71168, -1.56175, 2.53642], [1.51781, -1.78714, 1.82713], [0.77956, -2.23721, 3.39033], [-0.24252, -1.70409, 2.02895]],
  "mulliken_spin": [4.28, 0.04, 0.00, 0.00, 0.03, 0.00, 0.01, 0.03, 0.16, 0.00, 0.00, 0.03, 0.15, 0.00, 0.00, 0.00, 0.00, 0.00, 0.00, 0.00, 0.00, 0.00, 0.01, 0.01, 0.01, 0.00, 0.22, 0.00, 0.00, 0.00, 0.00, 0.00, 0.00, 0.00, 0.00, 0.00, 0.00, 0.00, 0.00, 0.00],
  "e_lumo_ev": [0.0, -1.2],
  "gap_ha": [0.302, 0.255],
  "homo_energy_ha": [-0.29993, -0.29946],
  "multiplicity": 6,
  "energy_ev": -68162.263
}

=====

{
  "formula": "C10H21IrN3P",
  "method": "wB97M-V/def2-TZVPD",
  "symbols": ["C", "C", "C", "C", "C", "Ir", "P", "H", "H", "H", "H", "H", "H", "H", "H", "C", "N", "C", "C", "N", "N", "C", "C", "H", "H", "H", "H", "H", "H", "H", "H", "H", "H", "H", "H", "H"],
  "coordinates": [[-1.09598, -0.15305, -3.11387], [-2.37933, -0.92312, -3.32147], [-2.11041, -2.30193, -3.39065], [-0.71899, -2.52113, -3.22521], [-0.01402, -1.24894, -3.08243], [0.12364, 0.35453, -1.52004], [-0.32034, 2.50060, -1.46057], [-0.95236, 0.76171, -3.70668], [-3.33612, -0.42296, -3.43456], [-2.85798, -3.08609, -3.53282], [0.99820, -1.08454, -3.47615], [-0.21957, -3.48818, -3.20728], [-1.57513, 2.82927, -0.84617], [-0.47867, 3.20138, -2.69171], [0.54863, 3.39360, -0.77686], [3.03353, -0.80448, 1.85315], [1.76408, -0.18776, 2.21846], [1.44606, -0.11042, 3.63599], [0.86126, 0.05907, 1.25000], [1.22981, -0.14713, -0.00855], [-0.39794, 0.49006, 1.53629], [-0.67316, 1.53336, 2.51192], [-1.52972, 0.02232, 0.73725], [3.61652, -0.91841, 2.76904], [3.59020, -0.16213, 1.15687], [2.88990, -1.80123, 1.40387], [1.47099, 0.93394, 3.98457], [0.46262, -0.55593, 3.85327], [2.21695, -0.67327, 4.17067], [2.15035, -0.57001, -0.12182], [-1.50987, 2.13566, 2.13759], [-0.96205, 1.09670, 3.47699], [0.19728, 2.19069, 2.63803], [-1.23403, -0.21006, -0.32695], [-1.92426, -0.91907, 1.14970], [-2.31011, 0.78691, 0.76009]],
  "mulliken_spin": [0.11, 0.46, 0.03, 0.41, 0.45, 2.36, 0.29, 0.04, 0.02, 0.00, 0.01, 0.01, 0.06, 0.05, 0.04, 0.00, 0.06, -0.01, 0.12, 0.15, 0.01, 0.04, 0.31, 0.00, 0.00, 0.00, 0.00, 0.00, 0.00, -0.02, 0.00, 0.00, -0.01, -0.04, 0.01, 0.02],
  "e_lumo_ev": [-2.2, -5.7],
  "gap_ha": [0.173, 0.236],
  "homo_energy_ha": [-0.25526, -0.44641],
  "charge": 1,
  "multiplicity": 6,
  "energy_ev": -27293.450
}

=====

{
  "formula": "C10H21MgNO5",
  "method": "wB97M-V/def2-TZVPD",
  "symbols": ["Mg", "C", "C", "O", "C", "C", "O", "C", "C", "O", "C", "C", "O", "H", "H", "H", "H", "H", "H", "H", "H", "H", "H", "H", "H", "H", "H", "H", "H", "C", "C", "N", "O", "H", "H", "H", "H", "H"],
  "coordinates": [[0.04739, -0.03185, 0.09855], [0.98735, 1.51321, 2.41795], [1.84941, 0.21899, 2.39360], [1.56915, -0.50033, 1.18510], [2.48073, -1.48851, 0.68115], [2.40269, -1.47903, -0.86033], [1.12011, -0.97745, -1.30270], [1.13645, -0.22992, -2.54606], [0.02524, 0.80878, -2.49647], [0.19105, 1.44227, -1.21595], [-0.70608, 2.45718, -0.73349], [-0.20373, 2.76835, 0.66901], [0.00215, 1.51073, 1.36117], [1.62967, 2.38362, 2.29056], [0.46886, 1.60006, 3.37142], [1.63390, -0.41818, 3.25131], [2.90710, 0.48408, 2.40707], [2.21939, -2.46024, 1.10055], [3.49645, -1.23435, 0.98564], [2.54071, -2.49040, -1.24220], [3.18344, -0.83771, -1.26982], [0.99662, -0.90801, -3.38803], [2.10088, 0.27160, -2.63672], [-0.97156, 0.36093, -2.56360], [0.15432, 1.52887, -3.30556], [-1.73290, 2.07685, -0.73264], [-0.65218, 3.35121, -1.35605], [-0.92876, 3.37569, 1.21120], [0.74971, 3.29547, 0.61362], [-3.76744, -1.47422, -0.69213], [-2.66530, -1.61657, 0.30529], [-2.81533, -2.47053, 1.29864], [-1.61212, -0.94125, 0.18722], [-4.67312, -1.99697, -0.39784], [-3.42243, -1.87481, -1.64664], [-3.98669, -0.41672, -0.83172], [-3.66316, -3.00577, 1.39913], [-2.09200, -2.59506, 1.98980]],
  "lowdin_charge": [0.69, -0.07, -0.07, -0.21, -0.08, -0.08, -0.18, -0.09, -0.10, -0.19, -0.10, -0.09, -0.19, 0.14, 0.15, 0.15, 0.15, 0.15, 0.15, 0.15, 0.14, 0.16, 0.14, 0.15, 0.16, 0.15, 0.16, 0.16, 0.15, 0.04, -0.48, 0.24, -0.03, 0.10, 0.11, 0.10, 0.14, 0.14],
  "e_lumo_ev": -5.4,
  "gap_ha": 0.451,
  "homo_energy_ha": -0.64900,
  "charge": 2,
  "multiplicity": 1,
  "energy_ev": -27871.347
}

=====

{
  "formula": "C10H21N2",
  "method": "wB97M-V/def2-TZVPD",
  "symbols": ["C", "C", "C", "C", "C", "C", "C", "C", "C", "C", "N", "N", "H", "H", "H", "H", "H", "H", "H", "H", "H", "H", "H", "H", "H", "H", "H", "H", "H", "H", "H", "H", "H"],
  "coordinates": [[-0.12254, -0.57102, 0.38929], [0.72970, 0.71067, 0.29900], [-0.23391, 1.07626, -0.82174], [0.59466, 1.72625, 1.41776], [2.13851, 0.35148, -0.10648], [0.33871, 1.57217, -2.18912], [-1.34310, 2.04592, -0.63599], [-1.89089, -0.89632, -1.46703], [0.77622, -1.50848, 2.35308], [-0.47941, -2.96414, 0.68799], [-0.73912, -0.36010, -0.82154], [0.01634, -1.66619, 1.07171], [1.32286, 2.51977, 1.10759], [1.12298, 1.29208, 2.36986], [-0.47426, 2.02523, 1.56399], [2.67560, 1.03731, -0.69669], [1.90186, -0.60849, -0.62691], [2.66760, 0.03119, 0.84555], [0.98208, 0.80079, -2.64837], [0.94013, 2.48563, -1.98264], [-0.45872, 1.73384, -2.91545], [-0.91961, 3.05792, -0.53525], [-2.03771, 1.91183, 0.17531], [-1.91610, 2.12955, -1.64192], [-1.63030, -2.01325, -1.81847], [-2.20866, -0.44186, -2.43380], [-2.83983, -1.14000, -0.84317], [0.48745, -2.25144, 3.04691], [1.79392, -1.62134, 2.20668], [0.51004, -0.53196, 2.80959], [-0.36430, -3.08132, -0.34993], [0.12760, -3.67619, 1.21017], [-1.46781, -3.17581, 0.98000]],
  "lowdin_charge": [-0.15, -0.42, -0.44, -0.01, 0.01, -0.01, -0.06, -0.05, 0.04, 0.01, 0.02, -0.07, 0.12, 0.11, 0.10, 0.08, 0.11, 0.11, 0.09, 0.11, 0.08, 0.11, 0.09, 0.12, 0.12, 0.10, 0.12, 0.09, 0.08, 0.10, 0.08, 0.10, 0.10],
  "e_lumo_ev": -3.0,
  "gap_ha": 0.377,
  "homo_energy_ha": -0.48789,
  "charge": 1,
  "multiplicity": 1,
  "energy_ev": -13682.900
}

=====

{
  "formula": "C10H21N3PRu",
  "method": "wB97M-V/def2-TZVPD",
  "symbols": ["C", "C", "C", "C", "C", "Ru", "P", "H", "H", "H", "H", "H", "H", "H", "H", "C", "N", "C", "C", "N", "N", "C", "C", "H", "H", "H", "H", "H", "H", "H", "H", "H", "H", "H", "H", "H"],
  "coordinates": [[-1.81704, 0.29035, -3.72005], [-0.69766, -0.60205, -4.05536], [0.47938, 0.01994, -3.63630], [0.11174, 1.30942, -3.03355], [-1.29147, 1.52129, -3.21473], [-0.93809, -0.18489, -1.67481], [-2.51657, -1.54178, -0.77150], [-2.86301, 0.10362, -3.97330], [-0.78957, -1.58682, -4.51586], [1.49164, -0.38147, -3.70392], [-1.85817, 2.41327, -2.94677], [0.82237, 2.05096, -2.66134], [-2.06815, -2.55703, 0.10713], [-3.32693, -2.29957, -1.65358], [-3.51271, -0.92794, 0.02727], [1.11597, -2.51938, 2.09849], [1.11591, -1.06017, 2.30567], [1.68947, -0.63225, 3.56880], [0.62957, -0.15450, 1.23320], [-0.10922, -0.69554, 0.29839], [0.72050, 1.30298, 1.26910], [1.25025, 2.16083, 2.32617], [0.04963, 2.03504, 0.22306], [1.61882, -3.08696, 2.90923], [1.66482, -2.76403, 1.16270], [0.08513, -2.93050, 2.06248], [2.65054, -0.11142, 3.39178], [0.93763, -0.05098, 4.14291], [1.95570, -1.48183, 4.23344], [-0.39214, -1.63138, 0.52335], [2.00855, 2.84741, 1.90055], [0.41704, 2.76793, 2.74737], [1.71563, 1.70162, 3.18058], [0.58933, 1.80739, -0.67808], [-1.01889, 1.73190, 0.15276], [0.08002, 3.13654, 0.37472]],
  "mulliken_spin": [0.01, 0.06, 0.17, 0.06, 0.15, 3.25, 0.07, 0.00, 0.01, 0.03, 0.03, 0.00, 0.01, 0.01, 0.01, 0.00, 0.02, 0.00, 0.02, 0.06, 0.01, 0.00, 0.06, 0.00, 0.00, 0.00, 0.00, 0.00, 0.00, 0.00, 0.00, 0.00, 0.00, -0.05, -0.01, 0.01],
  "e_lumo_ev": [-2.3, -4.5],
  "gap_ha": [0.250, 0.281],
  "homo_energy_ha": [-0.33263, -0.44469],
  "charge": 1,
  "multiplicity": 5,
  "energy_ev": -27040.634
}